Entry from OMol25: an isolated ion of composition C8H17N3O2 and charge +2 in a non-equilibrium geometry (ωB97M-V/def2-TZVPD).

Last column: Löwdin charge in e.
Geometry (Å):
C: 0.93 1.23 0.78  -0.2529
C: -0.55 2.42 -0.85  0.0338
C: 1.03 -0.19 0.10  -0.1215
C: 3.67 -0.24 0.20  0.0475
C: -0.01 -2.13 -0.92  0.0415
C: -1.95 -1.28 1.15  -0.0053
C: -1.89 1.96 -0.69  -0.0448
C: -2.13 0.44 -0.68  -0.0708
N: 2.21 -0.82 -0.08  0.0999
N: -0.07 -0.85 -0.15  -0.0586
N: -1.29 -0.29 0.30  -0.2107
O: 0.22 1.26 1.87  0.1150
O: 0.55 2.20 -0.28  0.1545
H: 1.84 1.77 1.01  0.1799
H: -0.33 3.31 -1.45  0.1942
H: 3.70 0.64 -0.40  0.0773
H: 3.86 0.01 1.25  0.0976
H: 4.47 -1.04 0.03  0.1313
H: 0.16 -3.12 -0.36  0.1555
H: 0.82 -2.02 -1.57  0.0836
H: -0.88 -2.20 -1.50  0.0930
H: -1.21 -1.31 1.95  0.0995
H: -2.89 -0.96 1.51  0.0933
H: -2.09 -2.35 0.66  0.1523
H: -2.16 2.28 0.31  0.1761
H: -2.54 2.35 -1.40  0.1288
H: -3.19 0.20 -0.53  0.1546
H: -1.87 0.01 -1.66  0.1389
H: 2.14 -1.82 -0.37  0.1505
H: -0.55 0.53 1.78  0.1662

Results
- charge = +2
- energy above the lowest of the compared OMol25 structures with the same formula, charge and spin (eV) = 0.000
- HOMO (eV) = -17.7
- spin multiplicity = 1


Entry from OMol25: a 9-piece molecular cluster, C12H44N2O11 overall in a non-equilibrium geometry (ωB97M-V/def2-TZVPD).

Last column: Löwdin charge in e.
Geometry (Å):
C: -4.99 7.45 0.07  -0.1234
O: -4.23 6.27 0.07  -0.2101
C: -2.86 6.43 0.40  -0.2031
C: -2.38 5.34 1.37  -0.2012
N: -2.06 4.04 0.78  -0.0394
C: -3.22 3.21 0.49  -0.2324
C: -2.90 1.87 -0.16  -0.2145
O: -2.05 2.00 -1.27  -0.2147
C: -2.50 2.68 -2.42  -0.0958
H: -5.87 7.30 -0.56  0.0853
H: -4.47 8.28 -0.44  0.0867
H: -5.30 7.73 1.08  0.0883
H: -2.75 7.35 0.99  0.1166
H: -2.30 6.40 -0.53  0.1245
H: -3.02 5.17 2.24  0.1224
H: -1.47 5.77 1.81  0.1102
H: -1.73 4.28 -0.16  0.0889
H: -4.00 3.68 -0.14  0.1103
H: -3.79 3.06 1.42  0.1241
H: -3.83 1.33 -0.33  0.1284
H: -2.33 1.27 0.56  0.1197
H: -3.46 2.27 -2.73  0.1008
H: -1.81 2.49 -3.25  0.0823
H: -2.50 3.77 -2.28  0.0817
C: 3.17 -2.46 -3.63  -0.0835
O: 3.47 -2.45 -2.21  -0.2498
C: 3.26 -3.74 -1.57  -0.1694
C: 2.50 -3.52 -0.25  -0.2035
N: 2.75 -4.70 0.58  -0.0504
C: 1.78 -4.87 1.67  -0.1869
C: 2.09 -4.00 2.89  -0.2505
O: 3.26 -4.46 3.52  -0.1741
C: 3.27 -4.19 4.90  -0.1172
H: 3.87 -3.20 -4.03  0.0915
H: 3.43 -1.44 -3.88  0.0838
H: 2.14 -2.65 -3.92  0.0866
H: 4.26 -4.12 -1.37  0.1218
H: 2.62 -4.39 -2.17  0.1228
H: 1.43 -3.45 -0.48  0.1046
H: 2.79 -2.57 0.22  0.1077
H: 3.61 -4.49 1.08  0.1057
H: 1.89 -5.91 2.04  0.1128
H: 0.76 -4.88 1.27  0.1036
H: 1.21 -3.89 3.53  0.1197
H: 2.21 -2.99 2.46  0.1112
H: 2.71 -4.89 5.52  0.0896
H: 3.05 -3.13 5.08  0.0919
H: 4.30 -4.25 5.27  0.0861
O: 0.95 -0.14 -3.21  -0.0398
H: 1.25 -0.35 -4.10  0.0514
H: 0.78 0.81 -3.23  0.0628
O: -0.32 -2.06 1.95  -0.0617
H: 0.21 -1.56 2.59  0.0502
H: -0.53 -1.42 1.25  0.0142
O: 1.66 0.70 1.66  -0.0799
H: 1.10 0.02 1.26  -0.0306
H: 2.30 0.90 0.96  0.0036
O: -1.21 -3.58 -0.42  -0.0569
H: -0.82 -3.12 0.35  -0.0157
H: -1.69 -4.32 -0.05  0.0436
O: 3.45 -0.07 -0.61  -0.0617
H: 3.36 -0.95 -1.05  0.0073
H: 4.39 0.14 -0.67  0.0477
O: -2.08 -1.02 -2.82  -0.0607
H: -1.60 -1.56 -2.18  0.0132
H: -1.52 -0.25 -2.96  -0.0073
O: 0.14 -0.51 -0.41  -0.0490
H: 0.68 -0.65 -1.20  0.0319
H: -0.48 0.19 -0.65  0.0476

Results
- energy above the lowest of the compared OMol25 structures with the same formula, charge and spin (eV) = 1.433
- SMILES = COCCNCCOC.COCCNCCOC.O.O.O.O.O.O.O
- HOMO (eV) = -8.8
- spin multiplicity = 1


Entry from OMol25: the molecule CHN3O3 in a non-equilibrium geometry (ωB97M-V/def2-TZVPD).

Last column: Löwdin charge in e.
Geometry (Å):
N: -0.95 0.08 2.57  0.2069
C: -0.57 0.02 1.47  -0.1827
N: -0.33 -0.02 0.17  -0.0734
O: -1.14 -0.52 -0.77  0.0540
N: 0.88 0.25 -0.43  -0.3875
O: 1.79 0.65 0.22  0.1483
O: 0.90 0.12 -1.62  0.1060
H: -0.57 -0.59 -1.60  0.1283

Results
- energy above the lowest of the compared OMol25 structures with the same formula, charge and spin (eV) = 2.661
- SMILES = N#CN(O)[N+](=O)[O-]
- HOMO (eV) = -10.7
- spin multiplicity = 1


Entry from OMol25: C39H53EuN5P2 as an isolated structure in a non-equilibrium geometry (ωB97M-V/def2-TZVPD).

Last column: Löwdin charge in e.
Geometry (Å):
Eu: 0.73 3.22 0.55  1.4772
C: -1.07 1.37 2.78  -0.1246
C: -0.20 0.58 2.12  -0.1454
C: -0.51 -0.33 0.96  -0.2125
C: -0.43 0.26 -0.47  -0.2067
C: -1.21 1.52 -0.75  -0.2065
C: -2.22 2.03 -0.03  -0.1209
C: -2.99 1.32 1.04  -0.1893
C: -2.52 1.54 2.50  -0.1792
C: 0.26 5.22 -0.68  -0.3881
H: -0.70 1.95 3.64  0.1125
H: 0.83 0.51 2.49  0.1007
H: -1.47 -0.86 1.08  0.1035
H: 0.26 -1.12 0.99  0.0976
H: 0.63 0.45 -0.72  0.1027
H: -0.75 -0.55 -1.15  0.1108
H: -0.86 2.06 -1.65  0.1060
H: -2.59 3.05 -0.26  0.1177
H: -3.07 0.24 0.84  0.1065
H: -4.03 1.72 1.01  0.1214
H: -2.80 2.56 2.82  0.0977
H: -3.14 0.86 3.12  0.1279
H: 0.15 6.09 -0.01  -0.0553
H: -0.66 5.03 -1.27  -0.0790
H: 1.15 5.31 -1.33  -0.0749
P: -0.35 -3.93 -4.05  1.0474
P: 0.92 -4.82 -1.40  1.0233
N: -1.96 -3.48 -4.55  -0.2897
N: 0.19 -4.32 -5.71  -0.2613
N: -0.34 -5.04 -0.19  -0.2635
N: 2.13 -5.73 -0.53  -0.2834
C: -0.75 -5.67 -3.49  -0.3781
C: 0.35 -6.18 -2.55  -0.3897
C: -2.63 -2.39 -3.98  -0.1537
C: -3.95 -2.42 -4.38  -0.0992
C: -4.12 -3.57 -5.23  -0.0835
C: -2.89 -4.21 -5.31  -0.1308
C: 1.19 -3.57 -6.33  -0.1533
C: 1.54 -4.18 -7.52  -0.0983
C: 0.73 -5.36 -7.65  -0.0856
C: -0.09 -5.41 -6.54  -0.1595
C: -0.84 -3.95 0.53  -0.1432
C: -1.91 -4.37 1.30  -0.0852
C: -2.09 -5.77 1.04  -0.0804
C: -1.12 -6.15 0.14  -0.1598
C: 2.03 -6.92 0.20  -0.1262
C: 3.32 -7.40 0.45  -0.0839
C: 4.24 -6.48 -0.16  -0.0995
C: 3.50 -5.48 -0.76  -0.1598
H: -0.85 -6.35 -4.35  0.0599
H: -1.73 -5.63 -2.98  0.0926
H: 0.00 -7.07 -2.00  0.0642
H: 1.26 -6.47 -3.12  0.0916
H: -2.08 -1.71 -3.35  0.0819
H: -4.72 -1.72 -4.10  0.0905
H: -5.03 -3.89 -5.71  0.0917
H: -2.60 -5.10 -5.84  0.0865
H: 1.56 -2.67 -5.85  0.0926
H: 2.29 -3.84 -8.22  0.0900
H: 0.76 -6.08 -8.45  0.0925
H: -0.84 -6.14 -6.27  0.0839
H: -0.38 -2.98 0.42  0.0596
H: -2.50 -3.76 1.96  0.0886
H: -2.85 -6.42 1.47  0.0948
H: -0.91 -7.12 -0.29  0.0914
H: 1.07 -7.32 0.49  0.0835
H: 3.56 -8.29 1.00  0.0889
H: 5.31 -6.56 -0.17  0.0885
H: 3.78 -4.60 -1.32  0.0907
C: 1.00 8.59 5.28  -0.0634
C: 0.40 7.40 4.58  -0.2876
C: -0.99 7.28 4.51  -0.0567
C: -1.59 6.20 3.85  -0.2952
C: -3.09 6.11 3.82  -0.0664
C: -0.78 5.24 3.25  -0.0286
C: 0.65 5.31 3.30  -0.3053
C: 1.21 6.41 4.02  -0.0154
N: 1.35 4.35 2.63  -0.1289
C: 2.83 4.33 2.46  -0.6673
C: 3.32 5.60 1.75  -0.0465
C: 3.53 4.14 3.81  -0.0489
C: 3.20 3.12 1.58  -0.1516
H: 0.65 9.53 4.83  0.0788
H: 0.70 8.62 6.34  0.0781
H: 2.09 8.58 5.24  0.0700
H: -1.62 8.05 4.97  0.1108
H: -3.51 6.05 4.83  0.0801
H: -3.54 7.00 3.35  0.0806
H: -3.43 5.23 3.27  0.0592
H: -1.23 4.39 2.72  0.0706
H: 2.29 6.51 4.10  0.0753
H: 3.16 6.49 2.37  0.0690
H: 4.39 5.50 1.56  0.0837
H: 2.79 5.75 0.79  0.0728
H: 3.17 3.23 4.30  0.0882
H: 4.61 4.05 3.64  0.0796
H: 3.37 4.99 4.49  0.0653
H: 2.71 2.19 1.94  0.0612
H: 3.03 3.28 0.49  0.0396
H: 4.28 2.95 1.63  0.0921

Results
- energy above the lowest of the compared OMol25 structures with the same formula, charge and spin (eV) = 0.000
- HOMO (spin up / spin down) (eV) = -6.0 / -6.1
- spin multiplicity = 8


Entry from OMol25: a 2-piece molecular cluster, C3H10NO2 overall in a non-equilibrium geometry (ωB97M-V/def2-TZVPD).

Last column: Löwdin charge in e.
Geometry (Å):
O: 1.29 0.29 -1.25  0.0052
C: 0.44 0.83 -2.07  -0.2237
O: 0.05 0.18 -3.14  0.1579
H: 0.08 1.80 -1.94  0.1397
H: 0.16 0.70 -3.90  0.1151
C: -1.33 -0.51 0.61  0.0002
N: 0.16 -0.79 0.79  -0.0916
C: 0.78 0.07 1.80  -0.0751
H: -1.84 -1.05 1.32  0.0775
H: -1.61 0.51 0.76  0.0954
H: -1.49 -0.79 -0.43  0.1091
H: 0.55 -0.35 -0.09  0.0479
H: 0.25 -1.88 0.95  0.2467
H: 0.70 1.16 1.51  0.1178
H: 1.78 -0.23 2.28  0.1244
H: 0.04 0.06 2.80  0.1535

Results
- charge = +1
- energy above the lowest of the compared OMol25 structures with the same formula, charge and spin (eV) = 2.273
- HOMO (eV) = -15.7
- spin multiplicity = 1


no.,DFT total energy (a.u.)
1,-629.01082
2,-1420.63383
3,-428.46669
4,-3184.55175
5,-325.23401